# 1
The following is a DFT calculation (the ωB97M-V functional and the def2-TZVPD basis) of a molecular structure, C11H16N3O9S4Zr in a non-equilibrium geometry.

Positions of all 44 atoms, in Å:
Zr (-0.79, 0.56, 0.33)
O (-4.92, -0.94, 0.67)
C (-3.75, -0.36, 0.68)
O (-2.74, -0.83, 0.19)
C (-3.73, 1.01, 1.32)
O (-2.43, 1.30, 1.86)
C (-2.16, 0.60, 3.12)
C (-1.72, -0.83, 2.79)
O (-2.32, -1.80, 3.18)
O (-0.70, -0.81, 1.95)
H (-4.85, -1.80, 0.22)
H (-3.93, 1.75, 0.53)
H (-4.50, 1.10, 2.10)
H (-1.34, 1.15, 3.59)
H (-3.06, 0.59, 3.74)
O (4.46, 5.49, 0.28)
C (3.59, 4.67, 0.23)
S (3.08, 3.85, -1.27)
C (2.02, 2.69, -0.52)
C (1.89, 2.76, 0.82)
S (0.99, 1.60, 1.79)
S (2.80, 3.98, 1.67)
S (1.23, 1.51, -1.53)
O (-1.40, 2.50, -0.39)
N (-1.47, 2.07, -1.65)
O (-1.66, 2.74, -2.56)
O (-1.61, 0.73, -1.67)
N (2.74, -2.41, -1.97)
C (1.35, -2.77, -2.42)
C (0.41, -1.68, -1.93)
N (0.48, -1.44, -0.48)
C (1.87, -1.32, 0.03)
C (2.79, -2.41, -0.46)
H (2.97, -1.46, -2.31)
H (3.43, -3.05, -2.37)
H (1.14, -3.75, -1.99)
H (1.34, -2.84, -3.50)
H (-0.61, -1.94, -2.20)
H (0.65, -0.75, -2.44)
H (0.03, -2.19, 0.03)
H (1.84, -1.32, 1.12)
H (2.26, -0.34, -0.29)
H (2.51, -3.41, -0.15)
H (3.82, -2.22, -0.16)

Its LUMO energy is -0.12450 Eh. Its charge is +1. The HOMO energy is -0.354 hartree.

# 2
The following is a DFT calculation (the ωB97M-V functional and the def2-TZVPD basis) of C3H3IN2O2 in the gas phase in a non-equilibrium geometry.

Positions of all 11 atoms, in Å:
C (1.15, -3.70, 1.86)
C (-0.13, -1.71, 1.62)
C (0.03, 0.03, -0.06)
N (1.41, -1.94, -0.24)
N (0.43, -1.31, 0.47)
O (-0.81, -1.00, 2.31)
O (0.20, -2.97, 2.04)
I (2.95, -2.50, 1.10)
H (0.74, 0.88, 0.04)
H (-0.14, -0.07, -1.22)
H (-0.93, 0.14, 0.49)

Its LUMO energy is -0.04083 Eh. Its charge is 0. The HOMO energy is -0.299 hartree.

# 3
The following is a DFT calculation (the ωB97M-V functional and the def2-TZVPD basis) of 2 unconnected molecules or ions with the total composition C7H11F3O in a non-equilibrium geometry.

Positions of all 22 atoms, in Å:
C (-1.61, -0.13, -0.27)
C (-2.79, 0.05, 0.33)
C (0.47, -2.24, 1.03)
C (0.63, 2.37, -0.73)
C (1.13, -1.37, 0.00)
C (0.91, 0.93, -1.05)
C (0.79, 0.08, 0.21)
O (0.85, 0.54, 1.47)
F (-1.62, -0.92, -1.41)
F (-3.99, -0.46, -0.12)
F (-3.00, 0.83, 1.40)
H (1.00, -2.22, 1.99)
H (-0.53, -1.91, 1.27)
H (0.51, -3.31, 0.70)
H (1.54, 2.76, -0.51)
H (-0.03, 2.40, 0.15)
H (0.12, 2.88, -1.59)
H (0.60, -1.55, -0.92)
H (2.21, -1.39, -0.05)
H (1.92, 0.71, -1.35)
H (0.28, 0.45, -1.88)
H (0.59, 1.49, 1.31)

Its LUMO energy is 0.01069 Eh. Its charge is 0. The HOMO energy is -0.312 hartree.

# 4
The following is a DFT calculation (the ωB97M-V functional and the def2-TZVPD basis) of C2H6N2O in the gas phase in a non-equilibrium geometry.

Positions of all 11 atoms, in Å:
C (0.00, 0.90, -0.11)
C (-0.91, -0.30, -0.07)
H (2.80, -0.34, 0.03)
H (1.54, -1.10, -0.59)
H (-0.42, 1.89, -0.16)
H (-0.82, -0.94, -0.95)
H (-0.55, -0.94, 0.79)
H (-2.45, 0.42, 0.88)
N (1.81, -0.45, 0.16)
N (1.27, 0.83, 0.03)
O (-2.27, 0.02, 0.00)

Its LUMO energy is 0.03227 Eh. Its charge is 0. The HOMO energy is -0.339 hartree.

# 5
The following is a DFT calculation (the ωB97M-V functional and the def2-TZVPD basis) of 2 unconnected molecules or ions with the total composition C14H16 in a non-equilibrium geometry.

Positions of all 30 atoms, in Å:
C (0.24, 2.45, 2.02)
C (-1.78, -0.67, 2.45)
C (-3.05, -0.26, 2.08)
C (-0.70, 0.13, 2.30)
C (-0.86, 1.50, 1.85)
C (-3.24, 1.12, 1.68)
C (-2.16, 1.91, 1.45)
H (-1.60, -1.65, 2.88)
H (-3.88, -0.94, 1.99)
H (0.32, -0.18, 2.49)
H (-4.23, 1.50, 1.47)
H (0.05, 3.44, 1.59)
H (1.17, 2.20, 1.50)
H (-2.22, 2.91, 1.06)
H (0.37, 2.66, 3.09)
C (2.09, 1.04, -2.12)
C (0.87, -3.04, -1.78)
C (2.25, -2.69, -1.81)
C (-0.08, -2.10, -2.06)
C (2.57, -1.38, -1.90)
C (0.23, -0.72, -2.15)
C (1.57, -0.38, -2.04)
H (0.72, -4.11, -1.69)
H (2.98, -3.49, -1.91)
H (-1.10, -2.40, -1.85)
H (3.58, -1.02, -2.06)
H (-0.61, -0.05, -2.07)
H (3.07, 1.16, -1.67)
H (1.40, 1.73, -1.61)
H (2.03, 1.33, -3.17)

Its LUMO energy (spin up / spin down) is -0.16644 / -0.29846 Eh. Its spin multiplicity is 2. Its charge is +1. The HOMO energy (spin up / spin down) is -0.416 / -0.416 hartree. Its expectation value of S² is 0.77.

# 6
The following is a DFT calculation (the ωB97M-V functional and the def2-TZVPD basis) of a molecular structure, C5H8N2 in a non-equilibrium geometry.

Positions of all 15 atoms, in Å:
N (-1.98, -0.23, 0.30)
C (-0.73, -0.58, -0.36)
C (-0.85, -0.92, -1.78)
N (-0.98, -1.19, -2.91)
C (-0.18, 0.78, -0.01)
C (1.85, 0.52, 0.10)
C (0.73, 0.69, 1.15)
H (-2.49, -1.07, 0.51)
H (-2.56, 0.40, -0.25)
H (-0.31, -1.46, 0.17)
H (1.40, 0.98, -0.82)
H (2.14, -0.51, -0.11)
H (2.71, 1.15, 0.30)
H (0.84, 1.62, 1.70)
H (0.65, -0.17, 1.82)

Its LUMO energy is 0.02410 Eh. Its charge is 0. The HOMO energy is -0.328 hartree.

# 7
The following is a DFT calculation (the ωB97M-V functional and the def2-TZVPD basis) of C13H11IO3 in the gas phase in a non-equilibrium geometry.

Positions of all 28 atoms, in Å:
O (0.90, -1.66, -0.32)
O (-0.86, 1.31, -3.02)
I (-1.72, 1.96, 2.08)
O (0.45, 2.57, -0.95)
C (-0.17, -1.09, -0.44)
C (-1.09, 0.40, -2.22)
C (-0.18, 0.23, -1.05)
C (0.44, 1.29, -0.45)
C (2.35, 0.61, 3.36)
C (3.06, 0.43, 2.17)
C (1.03, 1.05, 3.29)
C (2.45, 0.67, 0.92)
C (0.40, 1.26, 2.05)
C (1.11, 1.07, 0.85)
C (-1.42, -1.97, -0.54)
C (-2.29, -0.54, -2.41)
C (-1.90, -1.94, -2.02)
H (0.11, 2.49, -1.87)
H (2.81, 0.42, 4.35)
H (4.12, 0.15, 2.22)
H (0.45, 1.16, 4.19)
H (3.04, 0.51, 0.03)
H (-2.27, -1.63, 0.10)
H (-1.14, -2.99, -0.22)
H (-3.14, -0.20, -1.81)
H (-2.60, -0.60, -3.44)
H (-2.74, -2.63, -2.11)
H (-1.21, -2.33, -2.74)

Its LUMO energy is 0.00179 Eh. Its charge is 0. The HOMO energy is -0.338 hartree.

# 8
The following is a DFT calculation (the ωB97M-V functional and the def2-TZVPD basis) of 2 unconnected molecules or ions with the total composition C4H12N2 in a non-equilibrium geometry.

Positions of all 18 atoms, in Å:
C (0.80, -0.68, 0.38)
C (0.25, -0.50, -0.97)
C (-1.19, -0.51, -0.53)
C (-1.45, 0.64, 0.44)
N (-2.87, 0.51, 0.91)
N (3.20, 0.48, -0.44)
H (0.39, -1.77, 0.73)
H (1.36, -0.18, 1.20)
H (0.58, -1.48, -1.51)
H (0.50, 0.19, -1.75)
H (-2.10, -1.11, -0.85)
H (-0.86, 1.55, 0.62)
H (-2.99, -0.54, 1.09)
H (-3.54, 0.65, 0.12)
H (-3.19, 1.08, 1.73)
H (3.75, -0.32, -0.19)
H (3.46, 1.32, 0.24)
H (3.92, 0.67, -1.23)

Its LUMO energy is -0.37822 Eh. Its charge is +2. The HOMO energy is -0.659 hartree.

# 9
The following is a DFT calculation (the ωB97M-V functional and the def2-TZVPD basis) of 2 unconnected molecules or ions with the total composition C4H12 in a non-equilibrium geometry.

Positions of all 16 atoms, in Å:
C (2.38, 0.10, 0.58)
C (2.06, 1.65, 0.77)
H (2.20, -0.58, 1.37)
H (1.89, -0.20, -0.31)
H (3.50, 0.03, 0.34)
H (2.55, 1.99, 1.71)
H (1.05, 2.05, 0.60)
H (2.56, 2.28, -0.03)
C (-2.89, -0.84, -1.19)
C (-1.73, -0.88, -0.13)
H (-3.57, -0.12, -0.90)
H (-2.29, -0.70, -2.20)
H (-3.25, -1.84, -1.16)
H (-2.06, -0.56, 0.91)
H (-0.80, -0.50, -0.43)
H (-1.63, -1.88, 0.07)

Its LUMO energy is 0.04099 Eh. Its charge is 0. The HOMO energy is -0.425 hartree.

# 10
The following is a DFT calculation (the ωB97M-V functional and the def2-TZVPD basis) of a molecular structure, C21H20CoF5N5PS.

Positions of all 54 atoms, in Å:
Co (0.38, -1.51, 0.05)
F (-2.30, -1.50, 6.12)
C (-2.12, -1.74, 4.84)
C (-0.88, -1.51, 4.25)
F (0.13, -1.05, 4.96)
C (-0.73, -1.77, 2.90)
F (0.49, -1.52, 2.35)
C (-1.75, -2.24, 2.09)
S (-1.52, -2.57, 0.38)
C (-2.98, -2.46, 2.71)
F (-4.01, -2.90, 1.99)
C (-3.16, -2.22, 4.06)
F (-4.35, -2.43, 4.61)
N (0.85, -2.44, -1.78)
C (2.07, -1.85, -2.28)
C (2.58, -2.08, -3.53)
C (3.79, -1.48, -3.92)
C (4.49, -0.68, -3.06)
C (3.98, -0.42, -1.76)
C (4.64, 0.38, -0.81)
C (4.07, 0.58, 0.42)
C (2.83, 0.00, 0.70)
N (2.18, -0.75, -0.17)
C (2.75, -1.00, -1.39)
H (0.98, -3.44, -1.61)
H (0.10, -2.37, -2.46)
H (2.06, -2.74, -4.21)
H (4.18, -1.67, -4.91)
H (5.43, -0.23, -3.35)
H (5.59, 0.84, -1.06)
H (4.56, 1.18, 1.18)
H (2.34, 0.16, 1.66)
C (-1.60, 3.29, 0.62)
N (-0.69, 3.12, -0.51)
C (-1.48, 2.96, -1.74)
N (-2.46, 1.87, -1.67)
C (-3.32, 2.08, -0.51)
N (-2.58, 2.21, 0.75)
C (-1.96, 0.95, 1.13)
P (-0.74, 0.40, -0.14)
C (0.20, 1.98, -0.31)
C (-1.81, 0.57, -1.64)
H (-2.15, 4.22, 0.47)
H (-1.03, 3.36, 1.54)
H (-0.81, 2.80, -2.58)
H (-2.02, 3.89, -1.91)
H (-4.03, 1.26, -0.43)
H (-3.88, 3.01, -0.67)
H (-2.73, 0.18, 1.25)
H (-1.46, 1.06, 2.10)
H (0.90, 1.90, -1.15)
H (0.80, 2.15, 0.59)
H (-2.57, -0.22, -1.61)
H (-1.21, 0.43, -2.54)

Its LUMO energy (spin up / spin down) is -0.13989 / -0.13856 Eh. Its spin multiplicity is 2. Its charge is +1. The HOMO energy (spin up / spin down) is -0.402 / -0.403 hartree. Its expectation value of S² is 0.78.

# 11
The following is a DFT calculation (the ωB97M-V functional and the def2-TZVPD basis) of 2 unconnected molecules or ions with the total composition C3H5NO2 in a non-equilibrium geometry.

Positions of all 11 atoms, in Å:
C (-1.57, -0.28, 0.06)
C (-1.49, 0.41, 1.18)
C (1.41, -0.88, -0.40)
N (1.55, 0.27, 0.08)
O (-1.53, -0.99, -0.84)
O (1.18, 1.46, -0.49)
H (0.60, 1.36, -1.26)
H (-2.20, 1.21, 1.30)
H (-0.62, 0.25, 1.62)
H (1.61, -1.73, 0.19)
H (1.05, -1.07, -1.44)

Its LUMO energy (spin up / spin down) is 0.02904 / -0.08217 Eh. Its spin multiplicity is 3. Its charge is 0. The HOMO energy (spin up / spin down) is -0.202 / -0.371 hartree. Its expectation value of S² is 2.01.

# 12
The following is a DFT calculation (the ωB97M-V functional and the def2-TZVPD basis) of a molecular structure, C8H20N3S in a non-equilibrium geometry.

Positions of all 32 atoms, in Å:
C (3.20, -0.01, 0.46)
C (2.98, -1.35, -0.28)
C (2.13, -0.13, -0.56)
C (1.01, 2.24, 0.85)
C (-1.07, -2.39, 1.41)
C (0.36, 0.90, 0.96)
C (-2.47, 0.56, -1.39)
C (-0.19, -0.83, -0.50)
N (-0.04, -1.43, -1.67)
N (0.80, -0.08, -0.02)
N (-3.48, 1.31, -0.53)
S (-1.80, -1.01, 0.27)
H (2.78, 0.04, 1.39)
H (4.14, 0.60, 0.43)
H (3.82, -1.61, -0.95)
H (2.61, -2.11, 0.37)
H (2.22, 0.46, -1.53)
H (2.03, 2.21, 0.75)
H (0.58, 2.83, 0.09)
H (0.81, 2.80, 1.82)
H (-1.25, -2.15, 2.51)
H (0.04, -2.37, 1.27)
H (-1.54, -3.33, 1.14)
H (0.40, 0.61, 2.02)
H (-0.67, 0.91, 0.84)
H (-1.63, 1.27, -1.65)
H (-2.79, 0.13, -2.24)
H (-0.81, -2.08, -1.95)
H (0.88, -1.45, -1.98)
H (-2.77, 1.62, 0.16)
H (-4.05, 0.47, -0.25)
H (-4.14, 1.92, -0.97)

Its LUMO energy is -0.09632 Eh. Its charge is +1. The HOMO energy is -0.375 hartree.

# 13
The following is a DFT calculation (the ωB97M-V functional and the def2-TZVPD basis) of C4H5NO in the gas phase.

Positions of all 11 atoms, in Å:
O (2.49, -0.77, 0.71)
C (1.48, -0.97, -0.19)
C (0.21, -0.80, 0.10)
C (-1.05, -0.51, 0.28)
C (-1.58, 0.85, 0.01)
N (-0.81, 1.82, -0.28)
H (3.30, -0.64, 0.21)
H (1.76, -1.33, -1.18)
H (-1.76, -1.26, 0.64)
H (-2.67, 0.95, 0.10)
H (-1.36, 2.67, -0.42)

Its LUMO energy is 0.01451 Eh. Its charge is 0. The HOMO energy is -0.332 hartree.

# 14
The following is a DFT calculation (the ωB97M-V functional and the def2-TZVPD basis) of 7 unconnected molecules or ions with the total composition C16H40Br4N3 in a non-equilibrium geometry.

Positions of all 63 atoms, in Å:
N (32.71, 16.03, -16.97)
H (32.05, 16.35, -17.66)
H (32.42, 15.08, -16.79)
H (32.59, 16.55, -16.12)
H (33.68, 16.08, -17.25)
C (31.85, 19.86, -16.58)
C (33.36, 20.10, -16.78)
C (34.06, 20.95, -15.62)
N (35.68, 20.94, -15.76)
C (36.20, 21.27, -17.14)
C (36.32, 19.62, -15.32)
C (36.30, 19.59, -13.81)
C (36.16, 21.04, -13.33)
C (36.30, 21.83, -14.67)
H (31.34, 19.47, -17.46)
H (31.45, 20.85, -16.37)
H (31.69, 19.18, -15.74)
H (33.36, 20.72, -17.67)
H (33.90, 19.18, -16.99)
H (33.71, 20.48, -14.70)
H (33.72, 21.99, -15.62)
H (37.21, 21.67, -17.21)
H (35.57, 22.10, -17.45)
H (36.03, 20.38, -17.76)
H (37.32, 19.57, -15.74)
H (35.70, 18.78, -15.63)
H (37.22, 19.13, -13.45)
H (35.53, 18.89, -13.48)
H (36.96, 21.32, -12.64)
H (35.22, 21.14, -12.80)
H (37.37, 21.92, -14.86)
H (35.74, 22.77, -14.68)
C (39.23, 16.96, -15.03)
C (38.47, 15.92, -14.15)
C (37.07, 15.55, -14.72)
N (36.50, 14.23, -14.08)
C (36.23, 14.37, -12.62)
C (35.31, 13.76, -14.96)
C (35.85, 12.89, -16.09)
C (37.02, 12.06, -15.42)
C (37.51, 13.02, -14.22)
H (38.86, 17.97, -14.82)
H (39.09, 16.86, -16.11)
H (40.28, 16.81, -14.80)
H (38.38, 16.36, -13.16)
H (39.14, 15.06, -14.12)
H (37.13, 15.26, -15.77)
H (36.23, 16.24, -14.59)
H (35.61, 13.50, -12.43)
H (35.83, 15.35, -12.33)
H (37.26, 14.42, -12.27)
H (34.73, 13.16, -14.26)
H (34.67, 14.62, -15.16)
H (35.06, 12.21, -16.40)
H (36.12, 13.44, -16.99)
H (36.77, 11.06, -15.05)
H (37.87, 11.82, -16.05)
H (37.22, 12.42, -13.36)
H (38.58, 13.13, -14.08)
Br (32.08, 12.67, -17.21)
Br (30.25, 16.88, -18.84)
Br (35.80, 16.51, -18.01)
Br (33.13, 16.96, -13.79)

Its LUMO energy is 0.05132 Eh. Its charge is -1. The HOMO energy is -0.142 hartree.

# 15
The following is a DFT calculation (the ωB97M-V functional and the def2-TZVPD basis) of a molecular structure, C16H33ClP2Pb in a non-equilibrium geometry.

Positions of all 53 atoms, in Å:
P (-1.27, -2.77, 1.72)
P (-1.06, 1.80, 1.30)
C (-2.02, -0.97, 1.34)
C (-1.42, 0.17, 0.43)
H (-2.14, -0.52, 2.39)
H (-3.07, -1.17, 0.96)
H (-0.52, -0.16, -0.11)
H (-2.16, 0.43, -0.34)
C (-2.60, 2.70, 1.00)
H (-2.84, 3.15, 1.99)
H (-3.39, 1.99, 0.68)
H (-2.47, 3.47, 0.24)
C (0.14, 3.06, 0.56)
H (-0.15, 3.20, -0.49)
H (1.22, 2.76, 0.59)
H (0.04, 4.04, 1.05)
C (-2.12, -3.93, 0.60)
H (-1.96, -4.89, 1.09)
H (-1.69, -3.94, -0.39)
H (-3.18, -3.74, 0.52)
C (0.35, -3.04, 0.86)
H (0.50, -2.26, 0.10)
H (0.33, -3.99, 0.29)
H (1.22, -2.92, 1.53)
Pb (1.84, 0.32, 1.42)
C (1.21, 1.81, -1.97)
C (-0.12, 1.86, -2.11)
C (-1.04, 0.81, -2.57)
C (-0.40, -0.58, -2.81)
C (0.50, -1.08, -1.76)
C (1.84, -0.97, -1.58)
C (2.73, -0.17, -2.49)
C (2.10, 1.15, -3.00)
C (1.74, -1.36, 3.24)
H (1.81, 2.36, -1.23)
H (-0.60, 2.85, -2.11)
H (-1.47, 1.17, -3.51)
H (-1.94, 0.77, -1.94)
H (-1.29, -1.23, -2.81)
H (0.05, -0.56, -3.80)
H (-0.07, -1.82, -1.20)
H (2.37, -1.61, -0.86)
H (3.01, -0.74, -3.39)
H (3.66, 0.08, -1.93)
H (2.95, 1.85, -3.18)
H (1.53, 0.98, -3.95)
H (1.98, -0.97, 4.24)
H (2.51, -2.09, 2.95)
H (0.76, -1.85, 3.33)
Cl (-0.19, 1.11, 4.20)
C (1.36, 1.52, 3.42)
H (2.07, 1.33, 4.24)
H (1.38, 2.59, 3.21)

Its LUMO energy is -0.02439 Eh. Its charge is 0. The HOMO energy is -0.268 hartree.

| no. | DFT total energy (eV) |
| --- | --- |
| 1 | -79180.519 |
| 2 | -18328.429 |
| 3 | -17632.854 |
| 4 | -7197.369 |
| 5 | -14768.240 |
| 6 | -8290.606 |
| 7 | -27901.819 |
| 8 | -7299.723 |
| 9 | -4341.228 |
| 10 | -100885.204 |
| 11 | -8769.506 |
| 12 | -23914.823 |
| 13 | -7763.953 |
| 14 | -301883.314 |
| 15 | -53466.974 |